Model i:
{
  "formula": "C20H33N3O4S",
  "method": "ωB97M-V with the def2-TZVPD basis set",
  "homo_lumo_gap_ha": 0.351,
  "e_homo_ev": -8.938,
  "mol_weight_da": 411.6,
  "total_charge": 0,
  "smiles": "CCNS(=O)(=O)CC(=O)N(C)C[C@H](C)NC(=O)C[C@H](C)c1ccc(CC)cc1",
  "symbols": ["C", "C", "N", "S", "O", "O", "C", "C", "O", "N", "C", "C", "C", "C", "N", "C", "O", "C", "C", "C", "C", "C", "C", "C", "C", "C", "C", "C", "H", "H", "H", "H", "H", "H", "H", "H", "H", "H", "H", "H", "H", "H", "H", "H", "H", "H", "H", "H", "H", "H", "H", "H", "H", "H", "H", "H", "H", "H", "H", "H", "H"],
  "positions_angstrom": [[1.733, 5.625, 4.249], [0.795, 4.508, 4.669], [-0.503, 5.003, 5.129], [-1.832, 5.036, 4.227], [-2.708, 6.020, 4.790], [-1.446, 5.074, 2.843], [-2.633, 3.454, 4.477], [-1.716, 2.303, 4.103], [-0.992, 1.823, 4.965], [-1.704, 1.859, 2.825], [-2.549, 2.342, 1.744], [-0.770, 0.786, 2.513], [0.657, 1.290, 2.291], [0.767, 2.455, 1.318], [1.470, 0.154, 1.881], [2.761, 0.045, 2.298], [3.360, 0.973, 2.814], [3.386, -1.324, 2.148], [3.368, -2.050, 3.508], [4.091, -3.390, 3.411], [1.945, -2.174, 4.014], [1.055, -3.094, 3.465], [-0.263, -3.154, 3.896], [-0.736, -2.297, 4.886], [-2.176, -2.334, 5.329], [-3.009, -1.223, 4.689], [0.152, -1.371, 5.427], [1.470, -1.312, 4.997], [2.688, 5.209, 3.926], [1.301, 6.192, 3.425], [1.923, 6.311, 5.077], [0.611, 3.838, 3.833], [1.222, 3.898, 5.465], [-0.577, 5.497, 6.004], [-2.842, 3.377, 5.541], [-3.567, 3.499, 3.922], [-2.966, 3.315, 1.972], [-1.946, 2.465, 0.846], [-3.351, 1.630, 1.533], [-0.765, 0.058, 3.323], [-1.137, 0.294, 1.606], [1.042, 1.616, 3.261], [0.169, 3.307, 1.647], [1.808, 2.770, 1.253], [0.438, 2.162, 0.317], [0.997, -0.704, 1.642], [2.856, -1.926, 1.404], [4.416, -1.192, 1.816], [3.910, -1.411, 4.210], [4.081, -3.906, 4.372], [3.626, -4.045, 2.673], [5.130, -3.241, 3.113], [1.390, -3.782, 2.697], [-0.935, -3.886, 3.463], [-2.605, -3.308, 5.083], [-2.221, -2.237, 6.417], [-4.045, -1.263, 5.030], [-2.600, -0.244, 4.945], [-3.007, -1.317, 3.601], [-0.195, -0.673, 6.179], [2.140, -0.574, 5.423]]
}

---

Model ii:
{
  "formula": "C20H33N3O4S",
  "method": "ωB97M-V with the def2-TZVPD basis set",
  "homo_lumo_gap_ha": 0.357,
  "e_homo_ev": -9.155,
  "mol_weight_da": 411.6,
  "total_charge": 0,
  "smiles": "CCNS(=O)(=O)CC(=O)N(C)C[C@H](C)NC(=O)C[C@H](C)c1ccc(CC)cc1",
  "symbols": ["C", "C", "N", "S", "O", "O", "C", "C", "O", "N", "C", "C", "C", "C", "N", "C", "O", "C", "C", "C", "C", "C", "C", "C", "C", "C", "C", "C", "H", "H", "H", "H", "H", "H", "H", "H", "H", "H", "H", "H", "H", "H", "H", "H", "H", "H", "H", "H", "H", "H", "H", "H", "H", "H", "H", "H", "H", "H", "H", "H", "H"],
  "positions_angstrom": [[6.092, -0.932, -0.862], [5.455, 0.447, -0.886], [5.091, 0.918, -2.218], [3.702, 0.494, -2.903], [3.882, 0.660, -4.309], [3.231, -0.741, -2.358], [2.570, 1.774, -2.384], [2.067, 1.661, -0.948], [2.610, 2.327, -0.079], [0.969, 0.901, -0.708], [0.307, 0.032, -1.660], [0.397, 0.899, 0.624], [0.682, -0.332, 1.502], [2.011, -0.997, 1.204], [-0.419, -1.280, 1.377], [-0.813, -2.089, 2.391], [-0.221, -2.144, 3.456], [-2.057, -2.915, 2.116], [-3.370, -2.143, 2.306], [-4.556, -3.070, 2.063], [-3.439, -0.895, 1.458], [-3.589, -0.966, 0.078], [-3.600, 0.187, -0.698], [-3.465, 1.441, -0.116], [-3.439, 2.694, -0.953], [-2.019, 3.184, -1.221], [-3.327, 1.511, 1.265], [-3.311, 0.360, 2.040], [6.358, -1.213, 0.159], [5.404, -1.679, -1.254], [7.003, -0.948, -1.464], [4.559, 0.472, -0.276], [6.134, 1.190, -0.466], [5.822, 1.047, -2.899], [3.119, 2.703, -2.490], [1.761, 1.760, -3.117], [0.720, 0.119, -2.655], [0.416, -1.014, -1.366], [-0.759, 0.280, -1.696], [0.763, 1.786, 1.134], [-0.687, 1.023, 0.525], [0.695, -0.002, 2.541], [2.819, -0.271, 1.313], [2.181, -1.803, 1.916], [2.050, -1.400, 0.192], [-1.024, -1.203, 0.576], [-2.010, -3.334, 1.103], [-2.033, -3.750, 2.815], [-3.410, -1.828, 3.353], [-5.497, -2.532, 2.178], [-4.534, -3.499, 1.058], [-4.547, -3.897, 2.775], [-3.696, -1.932, -0.404], [-3.720, 0.108, -1.774], [-3.953, 2.511, -1.900], [-4.006, 3.478, -0.444], [-2.025, 4.109, -1.798], [-1.488, 3.376, -0.286], [-1.447, 2.442, -1.782], [-3.223, 2.479, 1.743], [-3.187, 0.439, 3.114]]
}

---

Model iii:
{
  "formula": "C20H33N3O4S",
  "method": "ωB97M-V with the def2-TZVPD basis set",
  "homo_lumo_gap_ha": 0.356,
  "e_homo_ev": -9.068,
  "mol_weight_da": 411.6,
  "total_charge": 0,
  "smiles": "CCNS(=O)(=O)CC(=O)N(C)C[C@H](C)NC(=O)C[C@H](C)c1ccc(CC)cc1",
  "symbols": ["C", "C", "N", "S", "O", "O", "C", "C", "O", "N", "C", "C", "C", "C", "N", "C", "O", "C", "C", "C", "C", "C", "C", "C", "C", "C", "C", "C", "H", "H", "H", "H", "H", "H", "H", "H", "H", "H", "H", "H", "H", "H", "H", "H", "H", "H", "H", "H", "H", "H", "H", "H", "H", "H", "H", "H", "H", "H", "H", "H", "H"],
  "positions_angstrom": [[0.429, -4.248, 4.633], [0.905, -2.815, 4.809], [2.272, -2.570, 4.338], [2.634, -2.303, 2.777], [3.993, -2.726, 2.599], [1.587, -2.810, 1.932], [2.620, -0.524, 2.599], [1.219, 0.073, 2.573], [0.683, 0.373, 3.630], [0.636, 0.282, 1.371], [1.115, -0.247, 0.100], [-0.668, 0.932, 1.326], [-1.878, -0.027, 1.395], [-1.550, -1.395, 1.968], [-2.428, -0.256, 0.056], [-3.115, 0.684, -0.629], [-3.441, 1.754, -0.136], [-3.472, 0.330, -2.059], [-3.015, 1.453, -2.996], [-3.557, 1.240, -4.407], [-1.506, 1.624, -2.979], [-0.659, 0.793, -3.709], [0.707, 1.032, -3.764], [1.277, 2.103, -3.083], [2.748, 2.417, -3.191], [3.589, 1.764, -2.096], [0.441, 2.888, -2.294], [-0.927, 2.656, -2.244], [-0.578, -4.358, 5.037], [0.417, -4.520, 3.579], [1.082, -4.943, 5.163], [0.252, -2.106, 4.303], [0.894, -2.529, 5.863], [3.026, -3.046, 4.812], [3.137, -0.123, 3.467], [3.205, -0.328, 1.703], [2.187, -0.410, 0.108], [0.645, -1.203, -0.138], [0.899, 0.479, -0.687], [-0.713, 1.616, 2.171], [-0.719, 1.510, 0.408], [-2.671, 0.457, 1.968], [-1.159, -1.293, 2.979], [-2.451, -2.010, 2.002], [-0.800, -1.920, 1.373], [-2.102, -1.059, -0.456], [-3.043, -0.632, -2.355], [-4.560, 0.236, -2.101], [-3.445, 2.372, -2.594], [-3.228, 2.036, -5.075], [-3.223, 0.289, -4.827], [-4.648, 1.229, -4.393], [-1.073, -0.029, -4.281], [1.337, 0.399, -4.379], [3.114, 2.093, -4.167], [2.876, 3.501, -3.153], [4.628, 2.091, -2.155], [3.205, 2.020, -1.105], [3.572, 0.680, -2.197], [0.861, 3.721, -1.739], [-1.563, 3.299, -1.646]]
}

---

The most stable arrangement is model i, and the next structure is 3.8 kcal/mol less stable.

---

Model i:
{
  "formula": "C7H9O2S",
  "method": "ωB97M-V with the def2-TZVPD basis set",
  "homo_lumo_gap_ha": 0.252,
  "e_homo_ev": -3.145,
  "mol_weight_da": 157.2,
  "total_charge": -1,
  "symbols": ["C", "C", "C", "C", "C", "C", "C", "O", "O", "S", "H", "H", "H", "H", "H", "H", "H", "H", "H"],
  "positions_angstrom": [[-0.805, -1.173, -0.208], [1.352, -1.958, 0.271], [-0.038, -0.146, -0.439], [1.538, -0.721, -0.100], [-0.072, -2.475, 0.156], [0.146, 2.001, 0.486], [-0.213, 1.263, -0.733], [4.210, -0.652, 0.026], [3.062, 1.500, 0.464], [3.132, 0.255, -0.376], [-1.882, -1.213, -0.534], [2.180, -2.610, 0.556], [-0.510, -3.064, 0.989], [0.034, -3.043, -0.782], [-0.251, 1.611, 1.407], [0.209, 3.070, 0.412], [1.208, 1.813, 0.589], [0.520, 1.383, -1.618], [-1.150, 1.561, -1.132]]
}

---

Model ii:
{
  "formula": "C7H9O2S",
  "method": "ωB97M-V with the def2-TZVPD basis set",
  "homo_lumo_gap_ha": 0.263,
  "e_homo_ev": -3.832,
  "mol_weight_da": 157.2,
  "total_charge": -1,
  "symbols": ["C", "C", "C", "C", "C", "C", "C", "O", "O", "S", "H", "H", "H", "H", "H", "H", "H", "H", "H"],
  "positions_angstrom": [[-0.616, 1.253, 0.639], [0.370, 2.146, 0.560], [2.083, -1.118, -0.127], [1.269, 0.078, -0.854], [-0.523, -0.061, 0.005], [-1.481, -0.092, -1.189], [-0.556, -1.156, 1.091], [2.477, -0.722, 0.962], [2.156, -2.192, -0.725], [1.777, 1.701, -0.344], [-1.548, 1.499, 1.059], [0.466, 3.205, 0.835], [0.997, -0.020, -2.009], [-2.491, -0.008, -0.634], [-1.516, -1.104, -1.635], [-1.432, 0.763, -1.881], [-0.431, -2.239, 0.806], [-1.388, -0.937, 1.737], [0.387, -0.997, 1.704]]
}

---

The most stable arrangement is model ii, and the next structure is 22.1 kcal/mol less stable.

---

Model i:
{
  "formula": "C4H11NO",
  "method": "ωB97M-V with the def2-TZVPD basis set",
  "homo_lumo_gap_ha": [0.432, 0.233],
  "e_homo_ev": [-14.829, -14.701],
  "mol_weight_da": 89.1,
  "multiplicity": 2,
  "s2": 0.755,
  "total_charge": 1,
  "symbols": ["C", "N", "C", "C", "C", "O", "H", "H", "H", "H", "H", "H", "H", "H", "H", "H", "H"],
  "positions_angstrom": [[0.775, -0.210, 2.746], [0.159, 0.546, 1.439], [-0.146, -0.450, 0.307], [0.063, 0.030, -1.185], [-0.327, -1.043, -2.125], [-0.470, 1.406, -1.246], [1.382, -1.097, 2.342], [1.580, 0.200, 3.230], [-0.071, -0.593, 3.441], [-0.718, 0.994, 1.668], [-1.197, -0.916, 0.378], [0.601, -1.232, 0.560], [1.126, 0.204, -1.077], [-0.283, -0.884, -3.164], [-1.455, -1.171, -1.950], [0.196, -2.052, -1.845], [-0.705, 1.517, -2.145]]
}

---

Model ii:
{
  "formula": "C4H11NO",
  "method": "ωB97M-V with the def2-TZVPD basis set",
  "homo_lumo_gap_ha": [0.339, 0.241],
  "e_homo_ev": [-14.392, -14.308],
  "mol_weight_da": 89.1,
  "multiplicity": 2,
  "s2": 0.754,
  "total_charge": 1,
  "symbols": ["N", "C", "C", "C", "C", "H", "H", "H", "H", "H", "H", "H", "H", "H", "H", "H", "O"],
  "positions_angstrom": [[-0.951, -0.871, 1.584], [0.378, -0.436, 1.543], [-0.004, -0.518, -2.237], [0.099, -1.059, -0.847], [0.930, -0.663, 0.138], [-1.224, -0.844, 2.571], [-1.422, -0.126, 1.040], [1.104, -0.940, 2.272], [0.282, 0.609, 1.790], [0.008, -1.246, -3.141], [-0.953, 0.031, -2.289], [0.739, 0.256, -2.449], [-0.749, -1.802, -0.491], [2.066, -0.697, 0.122], [0.595, 2.478, -0.138], [-0.851, 3.069, 0.000], [-0.047, 2.759, 0.531]]
}

---

Model iii:
{
  "formula": "C4H11NO",
  "method": "ωB97M-V with the def2-TZVPD basis set",
  "homo_lumo_gap_ha": [0.372, 0.189],
  "e_homo_ev": [-13.703, -13.700],
  "mol_weight_da": 89.1,
  "multiplicity": 2,
  "s2": 0.755,
  "total_charge": 1,
  "symbols": ["C", "O", "C", "C", "C", "N", "H", "H", "H", "H", "H", "H", "H", "H", "H", "H", "H"],
  "positions_angstrom": [[1.550, 1.391, 0.301], [2.435, 0.279, 0.209], [0.281, 0.937, -0.325], [-0.364, -0.181, 0.570], [-1.733, -0.763, -0.021], [-1.358, -2.091, -0.562], [1.905, 2.267, -0.274], [1.438, 1.800, 1.382], [3.355, 0.644, 0.291], [0.391, 0.240, -1.153], [-0.197, 1.955, -0.576], [-0.775, 0.286, 1.488], [0.403, -0.878, 0.776], [-2.555, -0.723, 0.692], [-2.175, -0.057, -0.762], [-0.526, -2.337, -1.169], [-2.075, -2.770, -0.867]]
}

---

The most stable arrangement is model iii, and the next structure is 3.9 kcal/mol less stable.